{"formula": "C37H47BCrN9OS3", "method": "ωB97M-V/def2-TZVPD", "elements": ["H", "H", "H", "C", "H", "C", "C", "H", "H", "H", "C", "H", "C", "N", "H", "C", "N", "H", "H", "C", "H", "H", "H", "Cr", "H", "C", "H", "C", "H", "C", "N", "H", "C", "H", "H", "C", "C", "H", "C", "C", "C", "N", "H", "C", "C", "N", "H", "C", "C", "C", "H", "C", "N", "C", "C", "C", "C", "H", "N", "H", "C", "C", "C", "C", "H", "C", "C", "H", "H", "H", "H", "H", "C", "H", "H", "H", "S", "C", "S", "H", "H", "H", "O", "H", "N", "C", "H", "C", "H", "H", "H", "C", "N", "H", "B", "H", "H", "H", "S"], "positions_angstrom": [[4.64802, -0.33204, 4.39328], [7.11561, -2.46928, 3.42625], [0.96605, -0.21436, 5.44315], [6.43801, -4.52940, 1.79718], [-3.04449, -4.68897, 2.60630], [-2.42325, 1.72220, -2.53547], [-1.57189, -3.15013, 2.41271], [5.23460, -4.29222, -0.29097], [4.13813, -3.12351, 3.97428], [-0.98109, 2.89021, 3.98412], [-1.22156, 2.58448, -2.58405], [-3.51101, -0.56330, -0.41237], [3.28488, -3.60043, -0.73758], [2.93777, 0.54062, 2.58791], [5.76391, -1.39752, 3.06564], [0.19423, -2.24116, 5.70242], [-0.32051, 2.32713, -1.59976], [-0.84532, -4.03425, 6.40465], [6.92604, -1.81854, 1.79553], [4.77454, 3.12446, 4.57994], [1.44403, 2.85182, -0.65196], [4.24149, 0.74500, 5.73531], [6.58769, 1.73610, 3.02036], [-0.59976, 0.56197, -0.76738], [7.14701, -4.79431, 2.58017], [1.01657, 4.15657, -2.31172], [-3.61156, -3.24581, 1.78577], [-0.81648, -2.95955, 6.59604], [5.44027, 2.64669, 2.04242], [3.15406, -4.36704, -2.02381], [0.33076, -1.75623, 2.09857], [1.60218, -3.91550, 5.57841], [0.90392, 2.37416, 3.10229], [-1.72833, 3.81144, -4.26399], [5.39987, 0.88024, 2.02915], [4.46738, -3.04588, 1.29610], [4.85970, 0.63770, 4.84133], [2.33632, -2.32049, 5.29820], [0.77112, 3.09658, -1.46400], [5.56080, 1.75158, 2.65677], [4.40860, -3.67773, 0.03801], [1.72024, 0.35801, 2.11574], [-1.92395, -3.60220, 4.46636], [4.79486, -3.90057, 3.57915], [-1.28399, -3.08464, 3.76442], [0.78157, -0.31543, 0.02804], [-0.65196, 3.72627, 2.47489], [-1.01395, 3.61144, -3.47822], [-0.19106, 3.35644, 3.39132], [-3.48962, 1.81341, -3.40133], [-0.52062, -2.83066, 7.63597], [6.38467, -2.19062, 2.66763], [0.60668, -1.71774, 3.38032], [-3.53163, 0.08474, -1.27899], [2.15852, 2.51772, 3.64374], [-4.61143, 1.02127, -3.18048], [-0.69992, -2.43692, 1.58152], [-5.46477, 1.09477, -3.84298], [-2.43515, 0.84126, -1.49382], [-1.82392, -2.54870, 6.49642], [-2.75442, -3.91470, 1.89943], [5.53298, -3.41139, 2.32142], [-4.63913, 0.15646, -2.09201], [0.12102, 4.40483, -3.34260], [1.87094, -2.81711, 6.93101], [0.70889, 1.25417, 2.27588], [4.59725, 1.78859, 3.85319], [-0.73401, -0.28028, 5.97507], [1.89270, 4.77269, -2.16647], [5.81846, 3.22128, 4.87522], [5.90367, 0.65956, 5.15312], [5.52583, -4.15494, 4.34581], [1.59100, -2.86614, 5.87933], [7.02304, -4.21743, 0.92963], [4.54215, 3.97727, 3.93829], [4.20221, -4.79488, 3.37282], [0.70962, -3.20368, -1.03677], [2.24621, -2.79315, -0.23229], [-0.96942, -2.34595, -0.16578], [2.26478, -4.99991, -2.05015], [0.19415, 4.20272, 3.95452], [5.88195, -5.43748, 1.55298], [1.16041, -0.12340, -1.16818], [2.36796, 3.36526, 4.28076], [3.55243, -2.14721, 1.62056], [3.18489, 1.61602, 3.33695], [4.18152, 3.18601, 5.49450], [-0.18081, -2.36291, 4.23942], [4.01389, -5.01718, -2.16551], [0.56457, -0.65197, 7.10722], [3.10475, -3.67934, -2.87113], [0.24844, -0.74907, 6.06926], [2.48144, -1.98999, 0.82658], [0.29696, 5.21744, -4.03633], [1.41713, -0.93355, 1.26699], [-5.50976, -0.44698, -1.87618], [-2.55974, -4.38418, 0.93679], [-3.46615, 2.50443, -4.23185], [-0.89055, 1.07011, 1.56092]], "forces_ev_per_a": [[0.009, -0.014, -0.015], [0.007, 0.006, -0.016], [0.009, -0.003, 0.016], [-0.021, -0.003, 0.052], [0.022, 0.011, 0.023], [0.006, 0.063, 0.144], [-0.025, -0.064, -0.056], [0.009, 0.000, -0.003], [0.023, -0.005, 0.008], [0.005, -0.002, -0.003], [-0.005, 0.006, 0.160], [0.028, -0.030, -0.029], [-0.042, -0.103, -0.137], [0.012, 0.073, 0.088], [-0.046, 0.192, 0.027], [0.078, -0.060, 0.011], [0.053, -0.136, -0.255], [-0.001, 0.004, 0.005], [0.003, 0.006, 0.023], [0.022, -0.049, 0.018], [0.023, -0.041, -0.026], [0.005, 0.006, -0.007], [-0.004, 0.000, -0.010], [-0.709, 0.209, 0.699], [0.008, 0.005, -0.006], [-0.028, 0.026, 0.015], [0.003, -0.007, -0.011], [0.015, 0.005, 0.012], [0.013, -0.014, 0.001], [0.014, 0.068, 0.004], [-0.088, 0.181, -0.128], [0.004, 0.000, 0.009], [-0.146, 0.060, 0.002], [0.018, 0.016, -0.004], [0.030, -0.170, -0.030], [-0.040, 0.060, 0.002], [0.019, 0.015, -0.017], [0.006, -0.017, 0.011], [-0.038, -0.040, 0.012], [-0.013, 0.032, 0.048], [0.032, -0.049, 0.016], [-0.091, 0.045, -0.069], [0.014, -0.022, 0.008], [-0.050, 0.019, -0.018], [0.007, -0.002, 0.049], [0.894, -0.455, -0.072], [0.024, 0.010, -0.003], [-0.037, 0.041, 0.000], [-0.007, -0.027, 0.004], [-0.056, 0.030, -0.047], [-0.003, -0.004, 0.002], [0.042, 0.023, -0.125], [0.030, -0.031, 0.008], [0.051, 0.044, 0.047], [0.052, 0.036, -0.063], [0.000, -0.004, 0.024], [0.050, -0.133, 0.066], [0.007, -0.008, -0.006], [-0.003, -0.034, -0.165], [0.008, -0.002, 0.004], [-0.001, 0.038, -0.013], [-0.019, -0.008, 0.020], [-0.048, 0.037, -0.037], [0.013, 0.015, -0.030], [0.004, 0.002, 0.000], [0.192, -0.159, 0.102], [0.050, -0.016, 0.018], [0.011, 0.004, -0.001], [0.008, -0.013, -0.013], [-0.001, 0.006, 0.004], [-0.004, -0.005, 0.010], [0.000, -0.008, -0.003], [-0.040, 0.037, -0.036], [0.010, -0.008, 0.015], [0.012, 0.004, 0.009], [0.000, 0.002, 0.006], [-0.105, -0.006, -0.023], [0.020, 0.137, 0.216], [0.003, 0.207, -0.104], [0.014, -0.031, 0.043], [0.019, -0.007, 0.004], [0.006, 0.001, -0.007], [-0.007, 0.211, 0.095], [-0.003, -0.006, 0.031], [-0.001, -0.010, 0.066], [-0.051, -0.093, -0.039], [-0.007, 0.008, -0.007], [-0.064, 0.053, 0.010], [0.023, 0.026, 0.013], [-0.006, 0.008, 0.001], [-0.023, -0.016, -0.005], [-0.041, -0.005, -0.034], [-0.125, 0.015, -0.225], [-0.007, 0.002, 0.013], [0.048, -0.131, 0.487], [0.008, -0.005, -0.005], [0.022, 0.000, 0.003], [-0.023, -0.009, 0.001], [-0.084, -0.039, -0.881]], "mulliken_spin": [0.00, 0.00, 0.00, 0.00, 0.00, 0.04, -0.04, 0.00, 0.00, 0.00, -0.01, 0.00, 0.00, -0.01, 0.00, 0.00, -0.05, 0.00, 0.00, 0.00, -0.01, 0.00, 0.00, 2.54, 0.00, 0.00, 0.00, 0.00, 0.00, 0.00, 0.01, 0.00, 0.01, 0.00, 0.00, 0.00, 0.00, 0.00, 0.02, 0.00, 0.00, 0.01, 0.00, 0.00, 0.00, 0.35, 0.00, 0.00, -0.01, 0.00, 0.00, 0.00, 0.00, 0.01, 0.01, 0.01, 0.04, 0.00, -0.04, 0.00, 0.00, 0.00, -0.01, 0.01, 0.00, -0.01, 0.00, 0.00, 0.00, 0.00, 0.00, 0.00, 0.00, 0.00, 0.00, 0.00, 0.01, 0.01, 0.06, 0.00, 0.00, 0.00, 0.27, 0.00, 0.00, 0.00, 0.00, 0.00, 0.00, 0.00, 0.00, 0.00, 0.00, 0.00, 0.04, 0.00, 0.00, 0.00, -0.25], "homo_energy_ha": [-0.711, -0.719], "charge": 4, "spin_multiplicity": 4, "homo_lumo_gap_ev": [5.75, 6.80], "s_squared": 3.94, "lumo_ev": [-13.593, -12.766]}